# 1
Computed, not measured: C40H50CeN3SiTe as an isolated structure in a non-equilibrium geometry, with ωB97M-V/def2-TZVPD.

Element x y z (Å)
Ce -0.5430 0.8759 -0.4561
C -4.8433 2.9005 -0.0442
C -4.1794 3.5578 1.2180
C -4.6267 2.9312 2.5366
C -2.6803 3.6861 1.1315
C -1.7379 2.8131 1.7396
C -0.3412 2.9698 1.5702
C 0.2082 4.0377 0.8193
C 1.6583 4.3746 0.7648
C -0.7478 4.8438 0.1468
C -2.1198 4.6194 0.2604
H -5.7806 3.4072 -0.3304
H -5.1334 1.8114 0.1505
H -4.1732 3.0149 -0.9020
H -4.4930 4.6373 1.2697
H -4.4940 1.8418 2.6350
H -5.7084 3.1370 2.6743
H -4.0450 3.4634 3.3545
H -2.1791 2.0077 2.3412
H 0.2917 2.2670 2.1641
H 1.8952 5.4144 1.0732
H 1.9955 4.2648 -0.2562
H 2.3106 3.6801 1.3439
H -0.3873 5.5843 -0.5305
H -2.7908 5.2329 -0.3374
C 1.9012 1.3567 -0.5398
Si 2.9127 -0.1252 -0.3431
C 2.5073 -1.5221 -1.5518
N 1.0828 -1.6041 -1.8694
C 0.8947 -1.3780 -3.3292
C -0.5360 -1.5224 -3.7179
C -1.2133 -2.7844 -3.2605
C -1.0153 -2.9381 -1.7786
C 0.4481 -2.8205 -1.3825
C 2.8012 -1.0388 1.2931
C 3.6431 -2.0822 1.6188
C 3.6463 -2.6674 2.8556
C 2.7158 -2.3409 3.8261
C 1.8623 -1.2786 3.5613
C 1.9040 -0.6304 2.3162
C 4.7441 0.2587 -0.5222
C 5.3620 0.4550 -1.7751
C 6.7384 0.6712 -1.8967
C 7.5534 0.6477 -0.7573
C 6.9406 0.6556 0.5058
C 5.5899 0.4018 0.6143
H 2.4035 1.8992 -1.3483
H 1.8858 2.0295 0.3197
H 2.8391 -2.5192 -1.1656
H 3.0897 -1.3381 -2.4808
H 1.4345 -2.1684 -3.9013
H 1.3578 -0.4452 -3.6412
H -0.6668 -1.4669 -4.7892
H -1.0734 -0.6370 -3.3331
H -0.7764 -3.6385 -3.8163
H -2.2262 -2.7089 -3.6591
H -1.3768 -3.9072 -1.4757
H -1.6152 -2.0922 -1.3307
H 0.9383 -3.7313 -1.7758
H 0.5241 -2.8209 -0.2908
H 4.4639 -2.3741 0.9628
H 4.4590 -3.3349 3.1515
H 2.6302 -2.9253 4.7296
H 1.1733 -0.8786 4.2382
H 1.4010 0.3168 2.2125
H 4.7675 0.4304 -2.6481
H 7.1603 0.8971 -2.8695
H 8.6413 0.8142 -0.8719
H 7.5477 0.9416 1.3529
H 5.1372 0.3527 1.6053
C -3.7342 -2.6223 0.3982
Te -3.1016 -0.4492 0.9234
C -1.9163 -1.6722 2.4185
C -2.4118 -3.0502 2.4630
C -1.9559 -3.9409 3.4619
C -2.1313 -5.3025 3.3432
C -2.8616 -5.8058 2.2484
C -3.3981 -4.9214 1.2848
C -3.1404 -3.5557 1.3518
H -3.4399 -2.7413 -0.6583
H -4.8124 -2.6292 0.4865
H -2.0715 -1.1331 3.3577
H -0.8837 -1.5050 2.1165
H -1.3805 -3.5521 4.2958
H -1.6671 -6.0111 4.0737
H -2.9148 -6.9006 2.1709
H -3.9140 -5.2455 0.3442
N -1.4550 3.1792 -4.1893
C -2.7426 2.8584 -3.6848
C -2.5470 1.9665 -2.7012
N -1.1806 1.7806 -2.5056
C -0.5554 2.5252 -3.4423
H -1.3069 3.8133 -4.9449
H -3.6763 3.2903 -4.1020
H -3.2721 1.3538 -2.2169
H 0.5132 2.4879 -3.6720

Cartesian forces (eV/Å) of the 6 atoms listed first:
2.359 -0.242 0.006
-0.299 -0.432 0.524
-0.562 0.651 0.131
-0.046 0.888 0.953
1.302 -1.364 -0.758
-1.005 0.052 -0.499

Computed properties:
Frontier orbital gap (spin up / spin down) in eV: 4.2 / 4.2
Multiplicity: 1
Total charge: +3
HOMO level (spin up / spin down) in eV: -15.4 / -15.4


# 2
Computed, not measured: a 2-piece molecular cluster, C3H8O overall in a non-equilibrium geometry, with ωB97M-V/def2-TZVPD.

Element x y z (Å)
C 1.3500 0.5857 -1.2695
C 1.9916 -0.3658 -1.9659
H 1.8176 1.2608 -0.5643
H 0.2803 0.6476 -1.4167
H 3.0456 -0.3998 -2.1860
H 1.2747 -1.0004 -2.4669
C -1.7445 -0.4007 1.3878
O -1.6719 0.4445 2.5187
H -1.2926 -1.3407 1.7076
H -2.8008 -0.5551 1.1686
H -1.1960 -0.0278 0.5191
H -1.0540 1.1518 2.5676

Cartesian forces (eV/Å) of the 6 atoms listed first:
0.753 -0.725 -0.224
-1.473 1.266 0.127
0.101 0.291 -0.333
-0.123 -0.039 0.520
0.163 -0.385 0.519
0.578 -0.400 -0.616

Computed properties:
SMILES string: C=C.CO
Frontier orbital gap in eV: 11.1
Multiplicity: 1
ΔE to the lowest compared entry with this formula, charge and spin in kJ/mol: 176.8
Total charge: 0
HOMO level in eV: -10.2


# 3
Computed, not measured: C39H55Cl5N2O2SSeSiTi as an isolated structure, with ωB97M-V/def2-TZVPD.

Element x y z (Å)
Ti -0.0663 0.0303 -0.2567
C -5.1123 -3.0302 4.9848
C -3.6111 -3.3511 5.0283
C -3.4275 -4.8673 5.1827
C -3.0245 -2.6728 6.2677
C -2.9456 -2.8701 3.7418
C -1.9400 -1.9180 3.7106
C -1.3914 -1.4997 2.5102
Se -0.0946 -0.0692 2.5319
C -1.4143 1.3184 2.7020
C -1.8275 1.7666 3.9399
C -2.9212 2.6159 4.0683
C -3.5963 2.9560 2.8946
C -3.2143 2.5292 1.6281
C -2.0475 1.7185 1.4973
O -1.6032 1.3365 0.3476
C -4.0404 2.8552 0.3819
C -3.2027 3.6015 -0.6683
C -4.5591 1.5431 -0.2294
C -5.2523 3.7316 0.7114
C -3.3649 3.0732 5.4568
C -3.7691 1.8519 6.2961
C -4.5599 4.0262 5.4029
C -2.2129 3.8035 6.1624
C -1.8001 -2.0058 1.2509
O -1.2587 -1.6269 0.1456
C -2.8533 -2.9776 1.2783
C -3.3664 -3.3691 2.5052
C -3.4587 -3.6245 0.0211
C -2.9428 -3.0809 -1.3177
C -3.1641 -5.1332 0.0486
C -4.9831 -3.4086 0.0192
H -5.6088 -3.3698 5.9001
H -5.2671 -1.9544 4.8839
H -5.5959 -3.5155 4.1358
H -3.9171 -5.2273 6.0938
H -3.8536 -5.4046 4.3341
H -2.3667 -5.1195 5.2363
H -3.5260 -3.0459 7.1651
H -1.9567 -2.8765 6.3671
H -3.1625 -1.5905 6.2296
H -1.5721 -1.4702 4.6253
H -1.2966 1.4187 4.8207
H -4.4743 3.5809 2.9728
H -2.4467 2.9464 -1.0935
H -3.8524 3.9568 -1.4749
H -2.7102 4.4706 -0.2224
H -3.7266 0.8913 -0.4905
H -5.2077 1.0226 0.4803
H -5.1370 1.7530 -1.1353
H -4.9514 4.6986 1.1236
H -5.8178 3.9197 -0.2047
H -5.9247 3.2472 1.4236
H -4.5941 1.3185 5.8198
H -2.9381 1.1521 6.3954
H -4.0818 2.1540 7.3015
H -5.4378 3.5448 4.9674
H -4.8213 4.3475 6.4151
H -4.3339 4.9167 4.8128
H -1.3402 3.1577 6.2654
H -1.9089 4.6802 5.5874
H -2.5151 4.1296 7.1631
H -4.1531 -4.1172 2.5064
H -1.8769 -3.2521 -1.4465
H -3.4880 -3.5893 -2.1210
H -3.1040 -2.0079 -1.4083
H -2.0866 -5.3067 0.0379
H -3.5752 -5.6083 0.9418
H -3.5981 -5.6215 -0.8300
H -5.2101 -2.3410 0.0030
H -5.4224 -3.8659 -0.8728
H -5.4704 -3.8439 0.8926
Cl 2.9168 1.4249 1.3465
C 3.1725 -0.0773 0.4617
C 2.0919 -0.6278 -0.2218
C 2.4362 -1.7772 -0.9373
Cl 1.1942 -2.5586 -1.8939
C 3.7025 -2.3527 -0.9570
Cl 4.0402 -3.7864 -1.8733
C 4.7331 -1.7627 -0.2283
Cl 6.3162 -2.4518 -0.2133
C 4.4634 -0.6003 0.4857
Cl 5.7406 0.1689 1.3721
N 0.6709 3.2629 -3.5842
C 0.9339 2.2278 -2.5625
N 2.3132 1.7825 -2.8011
S -0.1904 0.7924 -2.7360
H -0.3357 3.4082 -3.5919
H 0.8834 2.8181 -4.4733
H 2.9653 2.4217 -2.3572
H 2.4274 0.8745 -2.3627
C 3.2141 4.8602 -1.5505
Si 1.4732 4.5912 -0.8636
C 0.3451 5.9406 -1.5512
C 1.5421 4.8174 1.0142
C 0.7510 2.8869 -1.1882
H 3.5533 5.8773 -1.3344
H 3.2256 4.7179 -2.6322
H 3.9271 4.1687 -1.0947
H 0.7506 6.9361 -1.3484
H -0.6462 5.8812 -1.0960
H 0.2365 5.8198 -2.6290
H 1.5447 5.8774 1.2834
H 2.4361 4.3560 1.4386
H 0.6754 4.3528 1.4920
H -0.3193 3.0028 -0.9886
H 1.1284 2.2246 -0.3972

Cartesian forces (eV/Å) of the 6 atoms listed first:
-0.475 0.099 -0.091
-0.014 -0.011 0.007
-0.010 0.010 0.036
-0.010 -0.013 -0.005
0.001 0.007 -0.012
-0.051 -0.039 -0.044

Computed properties:
Frontier orbital gap (spin up / spin down) in eV: 4.1 / 6.1
Multiplicity: 3
ΔE to the lowest compared entry with this formula, charge and spin in kJ/mol: 0.0
Total charge: -2
HOMO level (spin up / spin down) in eV: -0.2 / -2.2


# 4
Computed, not measured: a 8-piece molecular cluster, H18NO7 overall in a non-equilibrium geometry, with ωB97M-V/def2-TZVPD.

Element x y z (Å)
N 0.4693 0.1717 0.1752
H 0.2793 0.7017 1.0188
H 0.6701 0.7188 -0.4256
H -0.2526 -0.4436 0.0636
H 1.2097 -0.2959 0.1172
O 1.3710 -2.7847 -0.5534
H 1.8262 -3.4212 0.0514
H 1.8545 -3.1253 -1.4280
O -2.0397 -2.2206 -0.5134
H -2.5816 -1.8564 0.1565
H -1.8409 -3.0709 -0.2097
O -0.0909 1.4893 3.3010
H -0.2449 2.4341 3.5274
H 0.6008 1.4787 3.9946
O -0.2108 3.1138 -1.1964
H -0.2683 2.7946 -2.0535
H 0.4087 3.9703 -1.2171
O -0.7426 -0.9470 -2.7731
H -1.2174 -1.6361 -2.0796
H -1.4806 -0.3462 -2.7864
O 3.0615 0.5155 -1.1245
H 2.8829 0.8099 -2.0121
H 3.1378 1.3797 -0.5816
O -2.2217 0.3567 1.8342
H -2.7862 -0.2682 1.9978
H -1.7934 0.4814 2.7165

Cartesian forces (eV/Å) of the 6 atoms listed first:
-7.628 -2.171 10.447
0.345 -0.067 0.763
1.528 9.726 -11.004
-2.992 -1.815 -1.235
8.497 -5.886 0.879
2.439 -2.168 -2.120

Computed properties:
Frontier orbital gap in eV: 11.1
Multiplicity: 1
ΔE to the lowest compared entry with this formula, charge and spin in kJ/mol: 509.5
Total charge: +1
HOMO level in eV: -14.0


# 5
Computed, not measured: C3H7INO as an isolated structure in a non-equilibrium geometry, with ωB97M-V/def2-TZVPD.

Element x y z (Å)
C 1.1546 1.5081 0.0760
C 1.0879 0.1197 0.4068
C -1.2442 -2.4470 0.1449
N 0.2316 0.6188 -0.6218
O -1.5719 -1.5312 0.7589
I -3.1249 0.4255 -0.0378
H 0.7545 2.1450 0.8398
H 1.8702 2.0461 -0.5388
H 1.8152 -0.6420 0.2514
H 0.5652 -0.1294 1.3055
H -1.0318 0.7082 -0.5169
H -0.9579 -3.2107 -0.5143
H 0.4513 0.3889 -1.5538

Cartesian forces (eV/Å) of the 6 atoms listed first:
0.572 1.983 -0.123
0.569 -1.841 1.441
-1.006 3.502 3.046
-3.776 0.741 0.131
1.220 -3.455 -1.501
0.224 0.689 -0.517

Computed properties:
Frontier orbital gap (spin up / spin down) in eV: 6.1 / 6.1
Multiplicity: 1
ΔE to the lowest compared entry with this formula, charge and spin in kJ/mol: 432.9
Total charge: +1
HOMO level (spin up / spin down) in eV: -12.1 / -12.1


# 6
Computed, not measured: C2H3NO as an isolated structure in a non-equilibrium geometry, with ωB97M-V/def2-TZVPD.

Element x y z (Å)
C -0.9948 0.4709 -0.0103
C -0.1959 -0.5573 -0.0068
N 1.6672 -0.4421 -0.0150
O 2.4408 0.5252 -0.0213
H -0.4779 1.3179 0.3189
H -1.9963 0.3146 -0.1096
H -0.4432 -1.6293 -0.1559

Cartesian forces (eV/Å) of the 6 atoms listed first:
2.547 -0.976 0.704
2.572 -0.357 -0.595
2.129 1.324 -0.045
-5.112 -3.041 0.174
-0.074 2.025 -0.065
-2.731 0.199 -0.214

Computed properties:
Frontier orbital gap in eV: 8.2
Multiplicity: 1
ΔE to the lowest compared entry with this formula, charge and spin in kJ/mol: 484.4
Total charge: 0
HOMO level in eV: -8.7